# 1
This record from the Open Molecules 2025 dataset describes a structure of composition B2Cl2H8Mg in a non-equilibrium geometry. The level of theory is ωB97M-V with the def2-TZVPD basis set.

XYZ file:
```
13
Properties=species:S:1:pos:R:3:mulliken_charge:R:1
Cl 2.610 -0.786 -0.449 -0.76
Cl 1.009 2.563 -0.269 -0.77
Mg 0.633 0.383 -0.253 0.16
B -0.152 -0.214 1.734 0.25
B -0.728 -0.222 -1.530 0.19
H -0.071 -0.327 2.804 -0.26
H -0.636 -1.253 -1.226 -0.20
H -0.233 -1.145 1.194 -0.18
H -1.035 0.344 -0.664 0.02
H -1.418 -0.211 -2.360 -0.27
H 0.205 0.171 -1.903 0.05
H 0.781 0.281 1.515 -0.04
H -0.964 0.416 1.405 -0.19
```

The calculation puts the HOMO energy at -1.88 eV. As for the net charge: -2. Its LUMO energy is 6.047 eV. The largest force on an atom is 4.24 eV Å⁻¹. The value obtained for the orbital gap is 7.93 eV.

# 2
This record from the Open Molecules 2025 dataset describes a cluster of 2 separate species, C34H33F4N2 in total in a non-equilibrium geometry. The level of theory is ωB97M-V with the def2-TZVPD basis set.

XYZ file:
```
73
Properties=species:S:1:pos:R:3:mulliken_charge:R:1
F 3.365 7.457 0.357 -0.40
F -5.143 5.393 -3.103 -0.40
F 0.373 6.608 3.931 -0.40
F -5.310 5.967 1.608 -0.34
N -1.807 1.678 0.603 0.41
N 0.229 2.118 1.282 0.70
C -5.461 1.747 -0.047 -1.11
C -4.261 1.637 0.657 1.53
C -3.053 1.836 -0.040 -0.77
C 5.026 5.012 2.447 -1.56
C -4.274 2.248 -2.078 -0.74
C -2.416 5.814 -0.653 1.20
C -3.056 2.211 -1.397 1.55
C 2.328 3.129 0.516 1.36
C -3.202 6.083 0.506 -0.89
C -4.580 5.931 0.440 0.36
C -0.732 2.483 0.408 -0.48
C -3.118 5.674 -1.895 -0.69
C -0.065 6.117 0.307 1.12
C 3.816 4.191 2.132 0.70
C 0.624 6.639 2.573 -0.04
C 3.505 3.814 0.820 -1.19
C -4.307 1.370 2.127 -2.18
C -1.775 2.521 -2.090 -1.32
C 1.825 7.202 2.150 -0.29
C 2.105 7.101 0.788 0.06
C -1.458 0.500 1.419 -0.40
C -0.055 0.788 1.871 -0.85
C -1.002 5.691 -0.677 -0.75
C -4.495 5.611 -1.903 0.25
C -6.771 2.329 -2.131 -1.56
C -5.487 2.089 -1.402 0.85
C 2.936 3.838 3.152 -0.69
C 1.200 6.615 -0.132 -0.70
C 0.769 3.051 4.024 -2.07
C 1.437 2.820 1.558 -0.46
C -5.274 5.712 -0.750 -0.46
C 2.044 2.739 -0.900 -1.22
C 1.728 3.198 2.885 1.56
C -0.300 6.070 1.709 -0.36
H 5.582 4.576 3.289 0.43
H 4.190 4.073 0.013 0.32
H -2.741 6.389 1.440 0.78
H -0.574 5.457 -1.659 0.28
H -6.864 1.659 -2.995 0.38
H -6.810 3.360 -2.515 0.25
H -1.511 -0.411 0.809 0.29
H 0.656 0.053 1.478 0.26
H -4.281 2.442 -3.152 0.42
H -1.949 3.131 -2.980 0.34
H -0.173 2.572 3.751 0.08
H -1.087 3.084 -1.405 -0.52
H 3.174 4.114 4.183 0.42
H 2.877 3.069 -1.532 0.45
H 0.024 0.832 2.956 0.44
H -6.353 5.625 -0.782 0.53
H 1.943 1.650 -1.028 0.32
H 5.690 5.082 1.580 0.37
H -6.407 1.576 0.477 0.38
H 0.528 4.037 4.447 0.35
H -1.184 5.571 2.103 0.51
H 1.239 2.473 4.831 0.41
H 2.529 7.647 2.849 0.54
H -5.277 1.684 2.530 0.46
H -2.564 5.616 -2.832 0.52
H -4.218 0.297 2.350 0.39
H 4.741 6.035 2.739 0.24
H -7.632 2.179 -1.474 0.38
H -1.252 1.602 -2.400 0.50
H -2.134 0.401 2.261 0.25
H 1.434 6.631 -1.199 0.48
H 1.133 3.217 -1.285 0.06
H -3.541 1.918 2.686 0.38
```

The calculation puts the HOMO energy at -10.37 eV. As for the net charge: +1. Its LUMO energy is -6.146 eV. The largest force on an atom is 2.49 eV Å⁻¹. The value obtained for the orbital gap is 4.22 eV.

# 3
This record from the Open Molecules 2025 dataset describes a structure of composition C3H4S2 in a non-equilibrium geometry. The level of theory is ωB97M-V with the def2-TZVPD basis set.

XYZ file:
```
9
Properties=species:S:1:pos:R:3:mulliken_charge:R:1
S -1.590 0.734 -0.548 -0.13
S 1.914 -0.796 0.262 -0.22
C 0.069 1.134 0.104 -0.49
C 0.355 -0.165 0.400 -0.04
C -1.015 -0.845 0.157 -0.39
H -1.672 -0.945 1.161 0.26
H 0.086 1.759 0.818 0.43
H 0.771 1.159 -0.852 0.28
H -0.821 -1.727 -0.521 0.29
```

The calculation puts the HOMO energy at -8.94 eV. Its LUMO energy is -0.664 eV. The largest force on an atom is 8.57 eV Å⁻¹. The value obtained for the orbital gap is 8.27 eV.

Question: Look up the orbital gap of the second one.
Answer: 4.22 eV

Copy entry 1 word for word.
This record from the Open Molecules 2025 dataset describes a structure of composition B2Cl2H8Mg in a non-equilibrium geometry. The level of theory is ωB97M-V with the def2-TZVPD basis set.

XYZ file:
```
13
Properties=species:S:1:pos:R:3:mulliken_charge:R:1
Cl 2.610 -0.786 -0.449 -0.76
Cl 1.009 2.563 -0.269 -0.77
Mg 0.633 0.383 -0.253 0.16
B -0.152 -0.214 1.734 0.25
B -0.728 -0.222 -1.530 0.19
H -0.071 -0.327 2.804 -0.26
H -0.636 -1.253 -1.226 -0.20
H -0.233 -1.145 1.194 -0.18
H -1.035 0.344 -0.664 0.02
H -1.418 -0.211 -2.360 -0.27
H 0.205 0.171 -1.903 0.05
H 0.781 0.281 1.515 -0.04
H -0.964 0.416 1.405 -0.19
```

The calculation puts the HOMO energy at -1.88 eV. As for the net charge: -2. Its LUMO energy is 6.047 eV. The largest force on an atom is 4.24 eV Å⁻¹. The value obtained for the orbital gap is 7.93 eV.

Question: Which value of orbital gap does entry 2 give?
Answer: 4.22 eV

Please write out number 2 again, unchanged.
This record from the Open Molecules 2025 dataset describes a cluster of 2 separate species, C34H33F4N2 in total in a non-equilibrium geometry. The level of theory is ωB97M-V with the def2-TZVPD basis set.

XYZ file:
```
73
Properties=species:S:1:pos:R:3:mulliken_charge:R:1
F 3.365 7.457 0.357 -0.40
F -5.143 5.393 -3.103 -0.40
F 0.373 6.608 3.931 -0.40
F -5.310 5.967 1.608 -0.34
N -1.807 1.678 0.603 0.41
N 0.229 2.118 1.282 0.70
C -5.461 1.747 -0.047 -1.11
C -4.261 1.637 0.657 1.53
C -3.053 1.836 -0.040 -0.77
C 5.026 5.012 2.447 -1.56
C -4.274 2.248 -2.078 -0.74
C -2.416 5.814 -0.653 1.20
C -3.056 2.211 -1.397 1.55
C 2.328 3.129 0.516 1.36
C -3.202 6.083 0.506 -0.89
C -4.580 5.931 0.440 0.36
C -0.732 2.483 0.408 -0.48
C -3.118 5.674 -1.895 -0.69
C -0.065 6.117 0.307 1.12
C 3.816 4.191 2.132 0.70
C 0.624 6.639 2.573 -0.04
C 3.505 3.814 0.820 -1.19
C -4.307 1.370 2.127 -2.18
C -1.775 2.521 -2.090 -1.32
C 1.825 7.202 2.150 -0.29
C 2.105 7.101 0.788 0.06
C -1.458 0.500 1.419 -0.40
C -0.055 0.788 1.871 -0.85
C -1.002 5.691 -0.677 -0.75
C -4.495 5.611 -1.903 0.25
C -6.771 2.329 -2.131 -1.56
C -5.487 2.089 -1.402 0.85
C 2.936 3.838 3.152 -0.69
C 1.200 6.615 -0.132 -0.70
C 0.769 3.051 4.024 -2.07
C 1.437 2.820 1.558 -0.46
C -5.274 5.712 -0.750 -0.46
C 2.044 2.739 -0.900 -1.22
C 1.728 3.198 2.885 1.56
C -0.300 6.070 1.709 -0.36
H 5.582 4.576 3.289 0.43
H 4.190 4.073 0.013 0.32
H -2.741 6.389 1.440 0.78
H -0.574 5.457 -1.659 0.28
H -6.864 1.659 -2.995 0.38
H -6.810 3.360 -2.515 0.25
H -1.511 -0.411 0.809 0.29
H 0.656 0.053 1.478 0.26
H -4.281 2.442 -3.152 0.42
H -1.949 3.131 -2.980 0.34
H -0.173 2.572 3.751 0.08
H -1.087 3.084 -1.405 -0.52
H 3.174 4.114 4.183 0.42
H 2.877 3.069 -1.532 0.45
H 0.024 0.832 2.956 0.44
H -6.353 5.625 -0.782 0.53
H 1.943 1.650 -1.028 0.32
H 5.690 5.082 1.580 0.37
H -6.407 1.576 0.477 0.38
H 0.528 4.037 4.447 0.35
H -1.184 5.571 2.103 0.51
H 1.239 2.473 4.831 0.41
H 2.529 7.647 2.849 0.54
H -5.277 1.684 2.530 0.46
H -2.564 5.616 -2.832 0.52
H -4.218 0.297 2.350 0.39
H 4.741 6.035 2.739 0.24
H -7.632 2.179 -1.474 0.38
H -1.252 1.602 -2.400 0.50
H -2.134 0.401 2.261 0.25
H 1.434 6.631 -1.199 0.48
H 1.133 3.217 -1.285 0.06
H -3.541 1.918 2.686 0.38
```

The calculation puts the HOMO energy at -10.37 eV. As for the net charge: +1. Its LUMO energy is -6.146 eV. The largest force on an atom is 2.49 eV Å⁻¹. The value obtained for the orbital gap is 4.22 eV.